Entry 1:
Density functional theory data (wB97M-V/def2-TZVPD) for 2 unconnected molecules or ions with the total composition C5H12N2O3 in a non-equilibrium geometry.

The geometry in XYZ format:
```
22
Properties=species:S:1:pos:R:3:nbo_charge:R:1
C -2.8277 -1.1096 -1.6926 -0.62
C -1.7043 -0.2066 -2.1878 -0.22
N -0.5179 -0.2501 -1.3526 -0.63
C -0.3602 0.5556 -0.2792 0.78
O -1.1085 1.4809 -0.0107 -0.60
N 0.7110 0.1565 0.5410 -0.73
C 0.8784 0.4694 1.9828 0.71
C 1.8226 -0.5014 2.6492 -0.72
O 0.1107 1.1637 2.6167 -0.50
H -2.4919 -2.1545 -1.6294 0.20
H -3.1674 -0.7956 -0.6961 0.22
H -3.6827 -1.0576 -2.3810 0.22
H -1.4015 -0.4972 -3.2012 0.19
H -2.0414 0.8371 -2.2334 0.23
H 0.1390 -1.0002 -1.5188 0.38
H 1.2687 -0.6262 0.2181 0.39
H 2.8023 -0.4657 2.1514 0.22
H 1.9352 -0.2346 3.7036 0.25
H 1.4452 -1.5313 2.5613 0.24
H 2.1077 1.5004 -0.0345 0.47
O 2.6120 2.3340 0.3072 -0.93
H 3.4707 1.9331 0.4863 0.45
```

Properties
SMILES: CCNC(=O)NC(C)=O.O
relative energy (zero: lowest compared OMol25 entry of this formula, charge and spin): 71.7 kJ/mol
HOMO: -9.913 eV
LUMO energy: 0.246 eV
Kohn-Sham gap: 10.2 eV

---

Entry 2:
Density functional theory data (wB97M-V/def2-TZVPD) for C3H5N3 in the gas phase.

The geometry in XYZ format:
```
11
Properties=species:S:1:pos:R:3:nbo_charge:R:1
C 1.4642 -0.6035 -0.4716 -0.41
N 0.0737 -0.1761 -0.2006 -0.20
C -0.3912 -0.0097 1.0498 0.19
N -1.5468 0.6051 1.0726 -0.49
C -1.7796 0.8314 -0.2437 0.13
N -0.8403 0.3914 -1.0725 -0.28
H 1.5826 -1.6422 -0.8058 0.21
H 1.9338 0.0554 -1.2020 0.23
H 2.0384 -0.5111 0.4617 0.21
H 0.1500 -0.3126 1.9322 0.20
H -2.6849 1.3719 -0.5201 0.20
```

Properties
SMILES: Cn1cncn1
relative energy (zero: lowest compared OMol25 entry of this formula, charge and spin): 64.6 kJ/mol
HOMO: -9.982 eV
LUMO energy: 0.865 eV
Kohn-Sham gap: 10.8 eV

---

Entry 3:
Density functional theory data (wB97M-V/def2-TZVPD) for a molecular structure, C22H38FeO3P2S in a non-equilibrium geometry.

The geometry in XYZ format:
```
67
Properties=species:S:1:pos:R:3:nbo_charge:R:1
P 0.2534 -1.8839 -4.4267 0.81
P 0.4337 1.2222 -4.2904 0.79
C -0.0275 -0.9538 -6.0345 -0.70
C 0.6171 0.4260 -5.9885 -0.70
H -1.1160 -0.8844 -6.1782 0.22
H 0.3927 -1.5634 -6.8478 0.22
H 1.6959 0.3703 -6.1991 0.22
H 0.1564 1.1034 -6.7226 0.22
C -1.2299 1.9496 -4.6178 -0.94
H -1.4587 2.6750 -3.8278 0.23
H -2.0015 1.1692 -4.6152 0.23
H -1.2221 2.4573 -5.5929 0.22
C 1.4462 2.7008 -4.6902 -0.94
H 1.0646 3.1970 -5.5951 0.22
H 2.4889 2.3934 -4.8504 0.23
H 1.4062 3.3954 -3.8414 0.23
C -0.7592 -3.3554 -4.8262 -0.94
H -0.6284 -4.0960 -4.0267 0.24
H -0.4544 -3.7906 -5.7893 0.22
H -1.8167 -3.0620 -4.8694 0.23
C 1.9127 -2.5476 -4.8655 -0.94
H 2.6697 -1.7548 -4.8224 0.23
H 1.8856 -2.9747 -5.8777 0.22
H 2.1824 -3.3296 -4.1458 0.23
Fe 0.3228 -0.2524 1.2240 1.35
C 0.9235 1.1565 -0.4417 -0.28
C -0.4573 1.1066 -0.5379 -0.22
C -1.2277 0.2155 -1.4528 -0.49
C -1.6391 -1.1763 -0.8851 -0.45
C -0.6060 -1.8822 -0.0838 -0.21
C 0.7737 -1.8507 -0.2747 -0.29
C 1.4642 -1.1747 -1.4090 -0.50
C 1.8909 0.2995 -1.1940 -0.45
C 0.4433 -1.7072 2.7030 -1.18
H 1.3707 2.0291 0.0567 0.25
H -1.0370 1.9237 -0.0882 0.24
H -0.6650 0.0591 -2.3913 0.25
H -2.1522 0.7279 -1.7653 0.23
H -2.5225 -1.0251 -0.2432 0.23
H -1.9897 -1.7926 -1.7349 0.23
H -1.0009 -2.6045 0.6383 0.25
H 1.3800 -2.5380 0.3285 0.24
H 0.8127 -1.2222 -2.2983 0.25
H 2.3646 -1.7501 -1.6783 0.22
H 2.8472 0.3066 -0.6425 0.22
H 2.1165 0.7296 -2.1878 0.25
H 1.1516 -1.2985 3.4315 0.22
H 0.7722 -2.7031 2.3712 0.17
H -0.5321 -1.7870 3.2034 0.23
C -0.6510 2.0776 10.1315 -0.62
C -0.6607 1.5932 8.7108 -0.07
C -1.5480 0.5846 8.3330 -0.19
C -1.5793 0.0999 7.0406 -0.29
C -0.7142 0.6590 6.0522 0.39
C 0.1644 1.7014 6.4227 -0.32
C 0.1770 2.1518 7.7354 -0.20
S -0.8803 1.3494 3.3354 1.72
O -0.7621 0.1707 4.8075 -0.74
O -1.8990 0.5896 2.5799 -0.96
O 0.4959 1.1228 2.7445 -1.04
H -1.6491 2.4458 10.3955 0.21
H -0.4021 1.2832 10.8474 0.21
H 0.0652 2.8929 10.2579 0.21
H -2.2570 0.1931 9.0657 0.20
H -2.2549 -0.6933 6.7308 0.22
H 0.8335 2.1348 5.6803 0.22
H 0.8261 2.9907 8.0229 0.20
```

Properties
multiplicity: 5
HOMO (alpha / beta): -6.655 / -7.225 eV
LUMO energy (alpha / beta): -0.010 / -0.598 eV
Kohn-Sham gap (alpha / beta): 6.6 / 6.6 eV

---

Entry 4:
Density functional theory data (wB97M-V/def2-TZVPD) for 5 unconnected molecules or ions with the total composition C47H72BrClN2O3PSi in a non-equilibrium geometry.

The geometry in XYZ format:
```
128
Properties=species:S:1:pos:R:3:lowdin_charge:R:1
C 3.4639 -0.4464 3.1814 0.05
C 3.4429 0.8804 3.0001 -0.08
C 2.2651 1.8297 2.6362 -0.31
C 2.9073 3.2091 2.8311 -0.23
C 3.7749 3.4858 4.0942 -0.09
C 2.0606 1.4603 1.0785 -0.40
O 3.4065 1.4062 0.5752 -0.05
Si 1.1731 2.7242 -0.1092 0.63
C -0.6195 2.1761 -0.4647 -0.16
C 1.9523 2.7917 -1.8539 -0.15
C 1.0414 4.5499 0.3601 -0.20
N 1.4903 0.1385 0.8584 -0.05
C 2.2144 -0.8507 0.0652 -0.32
C 2.4037 -0.4909 -1.4251 -0.03
C 1.6734 -2.3118 0.1260 -0.15
C 0.2505 -2.6770 -0.3148 -0.23
C -0.4234 -1.9072 -1.4462 -0.11
C 0.6344 -0.4003 1.8952 -0.14
C 0.0201 0.6520 2.8429 -0.24
C -1.0427 -0.1619 3.6187 -0.16
C -1.7890 0.2265 4.9041 -0.68
C -3.3185 0.2568 4.6406 -0.15
Br -1.6054 -1.0916 6.3732 0.79
N 1.0365 1.5427 3.4929 -0.17
C 1.2944 1.3393 4.9593 -0.13
C 1.7361 0.0097 5.5810 -0.21
O 1.3272 -1.1882 4.9778 -0.22
C 1.5116 -2.3260 5.8082 -0.27
C 2.8790 -3.0298 5.6533 -0.04
P 0.0711 3.1976 3.3642 0.80
O -1.4811 2.8943 3.7210 -0.30
Cl 0.5859 4.4260 4.9608 0.41
H 4.0710 -0.8067 4.0069 0.08
H 2.9963 -1.2206 2.5914 0.06
H 4.4425 1.2967 2.9818 0.13
H 3.6418 3.3095 2.0339 0.12
H 2.3083 4.1062 2.6779 0.05
H 3.3422 4.3012 4.6735 0.04
H 3.9058 2.6522 4.7802 0.07
H 4.7733 3.8329 3.8395 0.09
H 3.6584 2.2585 0.1970 0.09
H -0.9454 2.4789 -1.4565 0.04
H -0.7712 1.1176 -0.2526 0.01
H -1.2560 2.7165 0.2495 0.03
H 2.9905 2.4561 -1.8842 0.02
H 1.3893 2.1606 -2.5399 0.03
H 1.9089 3.8060 -2.2483 0.04
H 0.2704 4.8160 1.0771 0.00
H 0.7758 5.0758 -0.5609 0.04
H 2.0108 4.9732 0.6318 0.03
H 3.2446 -1.0101 0.4086 0.13
H 1.4985 -0.0636 -1.8530 0.06
H 3.1961 0.2398 -1.5649 0.06
H 2.6582 -1.3840 -1.9895 0.09
H 2.3875 -2.8876 -0.4597 0.12
H 1.8250 -2.6770 1.1470 0.10
H -0.4229 -2.6453 0.5469 0.09
H 0.2392 -3.7316 -0.5981 0.11
H -1.4284 -2.3108 -1.5741 0.08
H 0.0662 -2.0891 -2.4054 0.07
H -0.4799 -0.8265 -1.3288 0.04
H 1.0302 -1.2271 2.4853 0.11
H -0.2687 -0.7803 1.4097 0.12
H -0.5208 1.2536 2.0965 0.11
H -1.8178 -0.3621 2.8795 0.12
H -0.6652 -1.1702 3.7757 0.10
H -1.5924 1.1737 5.3823 0.04
H -3.4944 0.6731 3.6469 0.08
H -3.7454 -0.7396 4.6936 0.07
H -3.8077 0.9204 5.3490 0.05
H 0.3846 1.6447 5.4744 0.08
H 2.0053 2.0554 5.3597 0.10
H 2.8303 0.0004 5.6567 0.12
H 1.4064 0.0239 6.6281 0.13
H 0.7265 -3.0268 5.5297 0.10
H 1.3495 -2.1133 6.8677 0.10
H 3.4389 -2.9077 6.5792 0.08
H 3.4476 -2.7143 4.7858 0.06
H 2.6875 -4.1001 5.5929 0.08
H -1.6474 3.0645 4.6664 0.04
C -4.6707 0.2819 -4.6446 -0.09
C -3.8241 -0.0384 -5.6972 -0.09
C -2.4548 -0.1247 -5.4864 -0.10
C -1.9319 0.1000 -4.2205 -0.10
C -2.7794 0.4174 -3.1668 -0.10
C -4.1481 0.5123 -3.3796 -0.09
H -5.7380 0.3522 -4.8104 0.10
H -4.2321 -0.2202 -6.6832 0.10
H -1.7941 -0.3686 -6.3087 0.10
H -0.8633 0.0272 -4.0558 0.10
H -2.3722 0.5915 -2.1789 0.07
H -4.8081 0.7648 -2.5592 0.10
C -0.6551 -4.6299 -4.0798 -0.11
C 0.4719 -5.2986 -4.5385 -0.10
C 0.8384 -5.2048 -5.8742 -0.09
C 0.0825 -4.4354 -6.7483 -0.09
C -1.0426 -3.7646 -6.2881 -0.09
C -1.4140 -3.8643 -4.9547 -0.10
H -0.9432 -4.7057 -3.0382 0.09
H 1.0645 -5.8940 -3.8551 0.10
H 1.7132 -5.7311 -6.2344 0.10
H 0.3695 -4.3598 -7.7891 0.08
H -1.6318 -3.1639 -6.9701 0.10
H -2.2947 -3.3443 -4.5976 0.10
C 2.1733 -3.3732 -9.8223 -0.11
C 3.1377 -3.7423 -10.7497 -0.09
C 2.9177 -3.5255 -12.1028 -0.09
C 1.7369 -2.9316 -12.5276 -0.09
C 0.7741 -2.5594 -11.5998 -0.09
C 0.9906 -2.7836 -10.2472 -0.10
H 2.3444 -3.5447 -8.7666 0.09
H 4.0610 -4.1999 -10.4180 0.10
H 3.6667 -3.8189 -12.8269 0.10
H 1.5674 -2.7588 -13.5825 0.10
H -0.1457 -2.0948 -11.9314 0.10
H 0.2370 -2.4972 -9.5235 0.09
C -5.4174 3.6092 7.3585 -0.09
C -4.4714 3.3722 6.3715 -0.12
C -4.7868 3.5923 5.0366 -0.11
C -6.0466 4.0587 4.6891 -0.09
C -6.9916 4.2987 5.6764 -0.08
C -6.6788 4.0704 7.0098 -0.08
H -5.1725 3.4347 8.3981 0.11
H -3.4845 3.0135 6.6475 0.09
H -4.0505 3.4011 4.2643 0.08
H -6.2915 4.2349 3.6497 0.10
H -7.9739 4.6636 5.4066 0.11
H -7.4184 4.2533 7.7780 0.11
```

Properties
HOMO: -10.465 eV
LUMO energy: -2.636 eV
Kohn-Sham gap: 7.8 eV
charge: +1